(1)
Formula: C7H18N2O
Source: OMol25
Level of theory: the ωB97M-V functional and the def2-TZVPD basis

## Properties
E_HOMO (spin up / spin down): -6.8 / -5.4 eV
Orbital gap (spin up / spin down): 7.50 / 6.05 eV
Net charge: 0

CARTESIAN COORDINATES (ANGSTROEM)
C (0.590702, 0.953475, 0.310864)
C (-1.562582, -0.588734, -0.254280)
C (0.870877, -0.290721, -0.192483)
C (3.105094, 1.089747, 0.375194)
C (-1.556395, -1.586483, -1.380160)
C (-2.379018, 0.644723, -0.525808)
C (1.246430, -1.469977, 0.646455)
N (0.311617, 2.095762, -0.459968)
N (-1.851240, -1.150018, 0.994507)
O (0.263731, 1.091986, 1.622720)
H (-0.247596, 1.907477, 1.709702)
H (1.140576, -0.321682, -1.238765)
H (0.501979, 1.967253, -1.446636)
H (0.927611, 2.852191, -0.167515)
H (-1.390415, -2.031680, 1.177145)
H (-1.719595, -0.517565, 1.774661)
H (3.627508, 0.493101, -0.370389)
H (3.226505, 0.709419, 1.387231)
H (3.347273, 2.150491, 0.299598)
H (-1.230625, -1.119729, -2.310705)
H (-0.902371, -2.437483, -1.178143)
H (-2.568008, -1.988240, -1.552149)
H (-2.301784, 1.379943, 0.277272)
H (-3.445101, 0.379206, -0.614556)
H (-2.085619, 1.122264, -1.459870)
H (0.964968, -1.325379, 1.689014)
H (2.328139, -1.617350, 0.610151)
H (0.787337, -2.391997, 0.276914)

Atoms 1-3, force components in eV/Å:
1.03 -0.50 -0.35
-0.45 -0.40 -0.50
-0.48 0.72 0.21

Here are the Mulliken charges for atoms 1 to 6, given in e: number 1, C, carries 0.300; number 2, C, carries 1.048; number 3, C, carries -0.056; number 4, C, carries -1.095; number 5, C, carries -1.562; number 6, C, carries -1.584

(2)
Formula: H7Na5O5
Source: OMol25
Level of theory: the ωB97M-V functional and the def2-TZVPD basis

## Properties
E_HOMO: -14.7 eV
Orbital gap: 6.15 eV
Net charge: +2

CARTESIAN COORDINATES (ANGSTROEM)
Na (-2.067099, 0.247586, 0.933124)
Na (0.462479, -2.215055, 0.370055)
Na (0.692466, 0.112274, 2.789610)
Na (0.486134, 2.583026, 0.324013)
Na (2.257939, -0.061585, -1.109837)
O (0.733643, -1.725943, -2.001694)
H (-0.224702, -1.600437, -2.053090)
O (-1.805572, 2.560975, 0.677586)
H (-2.137995, 2.536986, -0.231095)
O (0.224899, 0.196775, 0.399620)
H (-0.270226, 0.229218, -0.433994)
O (3.042526, 0.004400, 2.215459)
H (3.109308, 0.722933, 1.582170)
H (3.375345, -0.776906, 1.762090)
O (-2.525753, -0.562933, -1.823259)
H (-3.391926, -0.980915, -1.906474)
H (-1.961467, -1.270400, -1.494286)

Atoms 1-3, force components in eV/Å:
-0.77 1.21 -0.42
0.11 -0.29 -1.29
0.21 0.31 -0.02

Here are the Mulliken charges for atoms 1 to 6, given in e: number 1, Na, carries 0.913; number 2, Na, carries 0.945; number 3, Na, carries 0.989; number 4, Na, carries 0.966; number 5, Na, carries 0.887; number 6, O, carries -0.906

(3)
Formula: C44H64IrN4P2
Source: OMol25
Level of theory: the ωB97M-V functional and the def2-TZVPD basis

## Properties
E_HOMO (spin up / spin down): -13.4 / -13.3 eV
Orbital gap (spin up / spin down): 5.72 / 5.61 eV
2S+1: 2
Net charge: +2

CARTESIAN COORDINATES (ANGSTROEM)
Ir (-0.293258, 0.525403, -0.255991)
C (-3.414449, 3.322777, 1.002776)
C (-4.413209, 3.473945, -0.140448)
C (-5.784778, 2.912107, 0.265998)
C (-3.955342, 3.011679, -1.509113)
C (-4.635105, 3.594744, -2.571211)
C (-4.217198, 3.462697, -3.880639)
C (-3.032346, 2.793953, -4.147945)
C (-2.331692, 2.163676, -3.140773)
C (-0.995692, 1.544096, -3.441931)
C (0.038769, 2.662551, -3.269584)
C (-0.892212, 0.913989, -4.824673)
C (-2.847328, 2.168251, -1.812691)
N (-2.343198, 1.253193, -0.911657)
C (-3.226070, 0.602022, -0.156437)
C (-2.908122, -0.363259, 0.782224)
N (-1.676895, -0.803549, 1.054391)
C (-1.595531, -1.950473, 1.816557)
C (-2.505542, -3.034154, 1.609383)
C (-2.595558, -4.018583, 2.577664)
C (-1.772473, -4.025211, 3.689382)
C (-0.791785, -3.055072, 3.812744)
C (-0.667520, -2.036134, 2.885090)
C (0.376813, -0.975725, 3.117969)
C (1.759620, -1.592876, 3.337191)
C (-0.031565, -0.116001, 4.320063)
C (-3.312603, -3.209720, 0.344606)
C (-2.884477, -4.520924, -0.329983)
C (-4.822442, -3.264313, 0.608881)
H (-3.729070, 3.963340, 1.822293)
H (-2.413022, 3.616797, 0.692726)
H (-3.378426, 2.305358, 1.382186)
H (-4.560344, 4.552930, -0.275998)
H (-5.713844, 1.889691, 0.625316)
H (-6.489456, 2.935178, -0.558317)
H (-6.186559, 3.514187, 1.076227)
H (-5.505166, 4.196199, -2.355367)
H (-4.764364, 3.937416, -4.679051)
H (-2.656607, 2.766576, -5.155418)
H (-0.791240, 0.756251, -2.687809)
H (-0.240649, 3.526019, -3.869583)
H (1.022125, 2.333880, -3.591385)
H (0.077307, 2.969522, -2.224197)
H (-0.848391, 1.670973, -5.602070)
H (-1.739195, 0.263403, -5.022047)
H (0.021069, 0.328244, -4.898972)
H (-4.282268, 0.777999, -0.333276)
H (-3.731582, -0.781872, 1.348040)
H (-3.324557, -4.802590, 2.466910)
H (-1.880565, -4.789587, 4.441987)
H (-0.136724, -3.075763, 4.668479)
H (0.428844, -0.345891, 2.212910)
H (1.786381, -2.163059, 4.260768)
H (2.513036, -0.811093, 3.408747)
H (2.022381, -2.258392, 2.517231)
H (-0.267925, -0.745445, 5.173194)
H (-0.916629, 0.476973, 4.092906)
H (0.778656, 0.544897, 4.618183)
H (-3.104575, -2.384436, -0.347652)
H (-3.159908, -5.366620, 0.292002)
H (-1.809564, -4.551422, -0.484867)
H (-3.380600, -4.629821, -1.290503)
H (-5.081705, -4.175853, 1.137513)
H (-5.362853, -3.264748, -0.334587)
H (-5.168749, -2.423175, 1.202310)
C (1.534668, 2.342776, 2.392781)
P (1.648169, 1.833492, 0.639174)
C (2.869958, 0.457847, 0.727101)
N (3.852234, 0.572266, 1.576444)
C (4.822319, -0.343367, 1.667848)
C (5.880465, -0.217294, 2.576649)
C (6.863339, -1.176724, 2.621823)
C (6.819795, -2.283421, 1.762359)
C (5.794789, -2.441948, 0.860672)
C (4.774365, -1.484046, 0.789042)
N (3.740131, -1.586275, -0.055566)
C (2.801174, -0.684500, -0.108321)
P (1.397778, -0.919584, -1.270783)
C (2.213481, -0.422627, -2.832919)
C (1.191364, -2.778065, -1.475836)
C (1.110522, -3.389601, -0.081474)
C (-0.134964, -2.956649, -2.219933)
C (2.329055, -3.408598, -2.267917)
C (2.756317, 3.235511, -0.054303)
C (3.881274, 3.556106, 0.927963)
C (3.362232, 2.802599, -1.385121)
C (1.869114, 4.463464, -0.251154)
H (2.481892, 2.140096, 2.894535)
H (0.729912, 1.797285, 2.876529)
H (1.315450, 3.407541, 2.454051)
H (5.903501, 0.648317, 3.218056)
H (7.677434, -1.079233, 3.321398)
H (7.612176, -3.015612, 1.804714)
H (5.764097, -3.290807, 0.194323)
H (3.213180, -0.851421, -2.889157)
H (2.286041, 0.657976, -2.883356)
H (1.618381, -0.775904, -3.671644)
H (0.373362, -2.872851, 0.530368)
H (2.081619, -3.339111, 0.406896)
H (0.826249, -4.438418, -0.141920)
H (-0.963738, -2.568972, -1.630055)
H (-0.310968, -4.012626, -2.419143)
H (-0.122557, -2.442422, -3.180359)
H (3.289931, -3.187681, -1.813166)
H (2.332938, -3.077915, -3.301604)
H (2.196824, -4.489777, -2.265737)
H (4.402892, 2.656336, 1.251422)
H (3.529588, 4.095841, 1.801137)
H (4.607951, 4.192084, 0.427364)
H (3.964507, 1.904782, -1.274017)
H (4.007788, 3.590851, -1.763489)
H (2.590395, 2.632325, -2.128161)
H (1.399477, 4.777533, 0.677657)
H (1.089542, 4.279802, -0.985769)
H (2.470482, 5.295463, -0.610074)

Atoms 1-3, force components in eV/Å:
1.51 0.07 -1.10
-0.17 0.18 -0.13
-0.16 -0.10 0.31

Here are the Mulliken charges for atoms 1 to 6, given in e: number 1, Ir, carries 3.317; number 2, C, carries -1.566; number 3, C, carries 0.268; number 4, C, carries -1.376; number 5, C, carries 0.562; number 6, C, carries -0.810

Number 2 is which compound?
H7Na5O5

Which value of net charge does entry 2 give?
+2

Which value of net charge does entry 1 give?
0